The following is a quantum chemistry calculation of a cluster of 10 separate species, C64H150N10O5 in total, from the Open Molecules 2025 dataset.

Properties
SMILES: CC1(C)CCCC(C)(C)N1O.CC1(C)CCCC(C)(C)N1O.CC1(C)CCCC(C)(C)N1O.C[N+](=O)[O-].CCN(CC)CC.CCN(CC)CC.CCN(CC)CC.CCN(CC)CC.CCN(CC)CC.CCN(CC)CC
total charge: 0
LUMO: 0.04 eV
E: -93928.3792 eV
highest occupied orbital energy: -8.037 eV

Last column: Mulliken charge in e.
Positions of all 229 atoms, in Å:
C 4.35561 6.36768 4.07099  -1.63
C 3.39711 6.02180 5.19660  1.85
C 4.11112 6.03558 6.52189  -2.09
C 2.23283 7.08296 5.31763  -1.43
C 1.16228 7.07642 4.22958  -0.58
C 0.54052 5.72881 4.27475  -1.35
C 1.58325 4.47411 4.20686  1.78
C 0.82262 3.21507 4.67804  -1.62
C 2.07259 4.30783 2.74051  -1.61
N 2.71396 4.72274 5.12902  -0.25
O 3.49230 3.59438 5.27039  -0.01
H 4.83116 7.31300 4.33240  0.44
H 5.12647 5.60153 3.98792  0.38
H 3.79026 6.49291 3.14752  0.30
H 4.42856 7.01834 6.87046  0.44
H 3.54665 5.69497 7.38991  0.40
H 5.06328 5.50793 6.46648  0.38
H 1.69949 6.89394 6.24925  0.42
H 2.70970 8.05991 5.39678  0.53
H 0.40445 7.84700 4.37106  0.41
H 1.62986 7.31187 3.27353  0.32
H -0.23550 5.59849 3.52048  0.37
H 0.01731 5.60227 5.22255  0.45
H 1.37536 2.27570 4.66535  -0.21
H -0.07562 3.07231 4.07731  0.37
H 0.43648 3.36593 5.68612  0.58
H 1.32035 3.85264 2.09628  0.46
H 2.98455 3.72886 2.59480  0.40
H 2.32414 5.21750 2.19523  0.20
H 3.97999 3.61211 4.44368  0.32
C 2.94086 1.71623 -6.93832  -1.63
C 4.18582 0.91949 -6.55210  1.57
C 5.43090 1.57817 -7.29045  -1.85
C 4.47781 1.12426 -5.04624  -1.64
C 3.41816 0.47629 -4.15987  0.76
C 3.50577 -1.03807 -4.43218  -1.47
C 3.37797 -1.47083 -5.94387  2.25
C 4.00149 -2.82580 -6.10579  -2.05
C 1.85187 -1.44867 -6.27604  -1.83
N 4.15250 -0.55384 -6.77275  0.26
O 3.97592 -0.91255 -8.09144  -0.50
H 2.09670 1.54242 -6.27102  0.12
H 3.15746 2.78439 -6.92386  0.42
H 2.71177 1.36352 -7.94391  0.40
H 5.50835 2.63887 -7.05167  0.38
H 6.36746 1.18571 -6.89430  0.44
H 5.39892 1.38037 -8.36188  0.42
H 5.44957 0.68855 -4.81400  0.45
H 4.52371 2.17181 -4.74852  0.28
H 3.70112 0.68115 -3.12737  0.39
H 2.43148 0.85686 -4.42395  -0.49
H 2.65416 -1.52637 -3.95844  0.11
H 4.40527 -1.46962 -3.99313  0.49
H 3.73199 -3.42159 -5.23373  0.35
H 5.08824 -2.75324 -6.06326  0.51
H 3.81939 -3.41905 -7.00190  0.35
H 1.77990 -1.63296 -7.34794  0.61
H 1.35177 -0.50324 -6.06583  0.10
H 1.30703 -2.24217 -5.76457  0.48
H 4.88286 -1.07240 -8.36257  0.36
C -0.69584 0.89389 2.15467  -1.01
C -1.24353 -0.33175 1.42577  3.00
C -1.66070 -1.40183 2.46771  -0.91
C -2.62812 -0.02572 0.76208  -0.23
C -2.51326 0.80991 -0.48277  -0.56
C -1.71365 -0.01514 -1.47208  -0.67
C -0.29513 -0.39597 -0.99398  2.52
C 0.04683 -1.50083 -1.99195  -1.39
C 0.60037 0.88033 -1.04884  -1.48
N -0.32620 -0.89954 0.35320  0.20
O 0.94522 -1.26366 0.82920  2.05
H -1.33316 1.77782 2.17877  0.20
H -0.37375 0.79623 3.19140  -0.09
H 0.24841 1.09335 1.64799  -0.40
H -2.21190 -2.23797 2.03741  -0.52
H -0.72883 -1.83515 2.83097  -0.29
H -2.31380 -1.03446 3.25928  0.46
H -3.19902 -0.93606 0.57912  -1.38
H -3.17243 0.58318 1.48392  0.51
H -3.50902 0.97488 -0.89428  0.02
H -2.06564 1.79537 -0.35398  0.28
H -1.72834 0.45615 -2.45482  0.86
H -2.27150 -0.94140 -1.60971  -0.95
H 1.10149 -1.75713 -1.89150  -0.13
H 0.06112 -1.05821 -2.98793  0.45
H -0.55598 -2.40311 -1.88887  -0.36
H 0.31204 1.74872 -0.45650  0.14
H 0.79146 1.12205 -2.09438  0.00
H 1.57855 0.54507 -0.70406  0.14
H 0.96905 -2.22267 0.86562  -0.36
C 3.07955 -0.13860 2.88105  1.94
N 4.34164 0.55847 2.47551  1.10
O 4.25405 1.36085 1.47272  -0.54
O 5.42070 0.25071 3.01594  -0.62
H 3.20953 -0.51168 3.89693  -0.71
H 3.05321 -1.07026 2.31587  -0.95
H 2.11041 0.35835 2.83742  -0.52
C -4.11999 -7.49883 -0.73503  -1.37
C -3.39062 -6.50113 0.16320  -0.06
N -3.65778 -5.18043 -0.29114  0.45
C -3.16808 -4.88653 -1.62808  -0.60
C -3.97321 -3.76661 -2.32108  -0.04
C -3.36225 -4.09416 0.68564  1.34
C -4.30500 -4.18060 1.85495  -1.62
H -5.05753 -7.08143 -1.10230  0.31
H -4.23617 -8.41801 -0.16082  0.46
H -3.49432 -7.70971 -1.60230  0.34
H -3.83110 -6.57767 1.15729  0.30
H -2.31942 -6.68120 0.25380  0.12
H -2.12834 -4.59298 -1.48362  -0.17
H -3.27497 -5.77384 -2.25206  0.60
H -3.75128 -3.91871 -3.37735  0.41
H -5.03029 -3.74025 -2.05655  0.04
H -3.64046 -2.76626 -2.04416  -0.56
H -3.31849 -3.10522 0.22938  -0.56
H -2.42260 -4.25434 1.21433  -0.43
H -4.37011 -5.15324 2.34263  0.40
H -5.30653 -3.89351 1.53463  0.40
H -4.06841 -3.43708 2.61607  0.36
C 1.87787 -6.16569 0.07784  -1.56
C 1.27071 -4.80405 0.40869  -1.11
N 2.23005 -3.73513 0.72421  1.65
C 2.84660 -3.98353 2.08158  -1.35
C 1.93298 -3.59002 3.27065  0.01
C 3.28201 -3.53023 -0.26295  -1.22
C 4.01935 -2.19912 0.00593  -1.19
H 1.08106 -6.84549 -0.22393  0.47
H 2.30699 -6.67594 0.94016  0.29
H 2.61578 -6.01263 -0.70966  0.29
H 0.62733 -4.42367 -0.38471  0.34
H 0.44272 -4.86437 1.11502  0.41
H 3.07664 -5.02205 2.31963  0.44
H 3.75087 -3.40303 2.26437  0.51
H 1.15597 -2.86522 3.02777  -0.46
H 1.39830 -4.43862 3.69738  0.62
H 2.63759 -3.16634 3.98628  -0.37
H 2.94804 -3.52865 -1.30053  0.74
H 4.03411 -4.31646 -0.32837  0.42
H 4.76804 -2.14614 0.79635  0.34
H 3.28140 -1.40279 0.10284  0.07
H 4.44498 -1.98226 -0.97381  0.40
C 4.69191 0.54631 6.58742  -1.22
C 4.10102 -0.66007 7.22157  -0.47
N 2.99530 -1.19083 6.41433  0.50
C 2.61148 -2.51825 6.97032  -0.56
C 3.72555 -3.51790 6.76624  -1.35
C 1.84111 -0.26455 6.67404  -0.82
C 0.70595 -0.68096 5.72019  -0.91
H 5.60491 0.77487 7.13723  0.50
H 4.09482 1.44262 6.75533  0.27
H 4.89219 0.55429 5.51601  0.05
H 5.00808 -1.26432 7.20672  0.34
H 3.86091 -0.56065 8.28014  0.35
H 2.31405 -2.44442 8.01635  0.51
H 1.77741 -2.84300 6.34826  0.26
H 4.65656 -3.34521 7.30615  0.34
H 3.24435 -4.43952 7.09361  0.44
H 3.94480 -3.66890 5.70926  0.24
H 2.16057 0.73688 6.38561  0.12
H 1.56737 -0.40847 7.71924  0.49
H 1.23030 -0.80145 4.77223  -0.14
H -0.03448 0.11853 5.69383  0.56
H 0.20748 -1.58276 6.07570  0.56
C -2.38526 -1.46930 -5.48405  -0.89
C -3.55362 -0.51085 -5.31566  -0.49
N -4.78532 -1.15000 -4.88115  0.93
C -5.81439 -0.21933 -4.38859  -0.88
C -5.30690 0.63350 -3.15323  -0.89
C -5.30218 -1.89295 -6.03067  -0.66
C -6.32115 -2.96925 -5.60976  -1.18
H -1.47093 -0.94847 -5.76836  0.25
H -2.59705 -2.28558 -6.17465  0.45
H -2.10405 -1.90253 -4.52419  -0.03
H -3.26687 0.27166 -4.61312  0.05
H -3.70042 0.11346 -6.19702  0.29
H -6.70875 -0.69442 -3.98547  0.35
H -6.05922 0.48945 -5.17966  0.30
H -4.78117 -0.03226 -2.46878  -0.12
H -6.19791 1.03548 -2.67094  0.54
H -4.63956 1.46369 -3.38460  0.45
H -5.73341 -1.19663 -6.74989  0.43
H -4.51243 -2.43524 -6.55059  0.30
H -6.77356 -3.45340 -6.47522  0.42
H -5.90791 -3.71737 -4.93325  0.16
H -7.11586 -2.50273 -5.02761  0.30
C -0.42874 3.68786 -3.61825  -1.47
C 1.10981 3.87829 -3.69920  0.25
N 1.62682 4.94167 -2.82717  0.02
C 1.63178 4.71723 -1.35856  -1.12
C 2.56173 3.58681 -0.99354  0.60
C 2.90899 5.31364 -3.42676  -0.04
C 3.58385 6.50842 -2.77756  -1.41
H -0.82330 2.94913 -4.31589  0.40
H -0.95405 4.62475 -3.80366  0.40
H -0.61038 3.27135 -2.62749  0.01
H 1.63458 2.93295 -3.56117  -0.17
H 1.26947 4.16031 -4.73990  0.58
H 1.96091 5.68262 -0.97413  0.43
H 0.65844 4.51830 -0.91005  0.34
H 2.57927 2.72024 -1.65448  -0.39
H 3.60779 3.89210 -0.96754  0.57
H 2.24585 3.16818 -0.03800  -0.53
H 2.77273 5.51277 -4.48972  0.46
H 3.50057 4.40489 -3.31580  0.10
H 3.74792 6.20020 -1.74500  0.25
H 3.04988 7.45236 -2.88690  0.30
H 4.52599 6.69921 -3.29143  0.44
C -5.56459 1.91020 0.85465  -0.41
C -6.25279 0.96698 1.83087  -0.64
N -7.23921 0.00051 1.20333  0.09
C -6.57095 -1.10378 0.53548  1.11
C -7.42762 -1.60357 -0.58801  -1.26
C -8.06145 -0.62114 2.22935  -0.16
C -8.98963 0.29480 2.96184  -1.53
H -6.21829 2.65797 0.40565  0.48
H -5.24152 1.30734 0.00595  -0.41
H -4.73959 2.40077 1.37119  0.31
H -5.59304 0.25720 2.32992  0.39
H -6.66600 1.56226 2.64511  0.35
H -5.74420 -0.64952 -0.01063  -0.92
H -6.13555 -1.87921 1.16576  0.13
H -7.87000 -0.85242 -1.24236  0.31
H -6.85135 -2.23010 -1.26880  0.11
H -8.24231 -2.23119 -0.22681  0.42
H -7.46481 -1.16474 2.96190  0.34
H -8.81171 -1.22025 1.71335  0.31
H -8.40164 0.87049 3.67665  0.32
H -9.72477 -0.28515 3.51981  0.45
H -9.42608 0.95645 2.21362  0.35